Record 1
The following is a quantum chemistry calculation of a cluster of 2 separate species, C6H6O in total at a distorted geometry, from the Open Molecules 2025 dataset.

- relative energy (zero: lowest compared OMol25 entry of this formula, charge and spin) (eV) = 10.6586
- gap between HOMO and LUMO (spin up / spin down) (eV) = 6.56 / 6.56
- HOMO level (spin up / spin down) (eV) = -9.1 / -9.1
- lowest unoccupied orbital energy (spin up / spin down) (eV) = -2.56 / -2.56
- charge = 0

Last columns: bonded neighbours and bond lengths (Å).
Geometry (Å):
1 C 0.7498 0.6455 0.8538  C2 1.421, C3 1.488, C5 1.589, C6 1.537
2 C -0.0428 0.8746 2.0113  C1 1.421, C6 1.391
3 C 0.4923 0.9418 -0.5820  C1 1.488, C4 1.487, H8 1.129, H9 1.161
4 C 0.2598 -0.4910 -0.9041  C3 1.487, C5 1.602, H10 1.054, H11 1.008
5 C 0.7510 -0.9162 0.5604  C1 1.589, C4 1.602, C6 1.399, H12 1.080
6 C -0.1530 -0.4156 1.5033  C1 1.537, C2 1.391, C5 1.399
7 O -2.5454 -0.6685 0.3141  H13 0.960
8 H -0.4077 1.5283 -0.9286  C3 1.129
9 H 1.4822 1.3075 -1.0663  C3 1.161
10 H -0.7270 -0.7944 -1.1142  C4 1.054
11 H 0.9008 -0.8284 -1.6046  C4 1.008
12 H 1.6622 -1.4604 0.7583  C5 1.080
13 H -2.4224 0.2769 0.1987  O7 0.960

Löwdin atomic charge list, values in e, 8 entries:
1. C -0.205
2. C 0.164
3. C -0.123
4. C -0.109
5. C -0.056
6. C 0.032
7. O -0.237
8. H 0.146

Record 2
The following is a quantum chemistry calculation of an isolated molecule of C5H12N2O at a distorted geometry, from the Open Molecules 2025 dataset.

- relative energy (zero: lowest compared OMol25 entry of this formula, charge and spin) (eV) = 4.9361
- gap between HOMO and LUMO (spin up / spin down) (eV) = 7.36 / 7.36
- HOMO level (spin up / spin down) (eV) = -7.3 / -7.3
- lowest unoccupied orbital energy (spin up / spin down) (eV) = 0.09 / 0.09
- charge = 0

Last columns: bonded neighbours and bond lengths (Å).
Geometry (Å):
1 C 0.2038 -1.6280 0.9469  N5 1.460, H7 1.096, H8 1.091, H9 1.091
2 C -1.9497 -0.5162 -0.8965  C3 1.481, H10 1.090, H11 1.095, H12 1.101
3 C -1.2522 0.1669 0.2175  C2 1.481, O4 1.340, N5 1.356
4 O -1.9730 1.0533 0.9172  C3 1.340, H6 0.972
5 N -0.0540 -0.2070 0.7303  C1 1.460, C3 1.356, C14 1.784
6 H -1.4328 1.2953 1.6879  O4 0.972
7 H 0.0462 -2.2345 0.0471  C1 1.096
8 H -0.4378 -2.0124 1.7416  C1 1.091
9 H 1.2402 -1.7516 1.2632  C1 1.091
10 H -2.8059 0.0649 -1.2378  C2 1.090
11 H -2.3088 -1.4993 -0.5739  C2 1.095
12 H -1.2132 -0.6792 -1.6981  C2 1.101
13 C 1.7490 1.6829 0.1029  C14 1.528, H18 1.091, H19 1.092, H20 1.090
14 C 0.9315 0.5645 -0.5414  N5 1.784, C13 1.528, N15 1.327, H17 1.169
15 N 1.4904 -0.2155 -1.4576  C14 1.327, H16 1.018
16 H 1.9307 -1.0391 -1.0522  N15 1.018
17 H -0.0268 1.0923 -0.9528  C14 1.169
18 H 2.6134 1.2548 0.6135  C13 1.091
19 H 1.1540 2.2494 0.8218  C13 1.092
20 H 2.0950 2.3584 -0.6795  C13 1.090

Löwdin atomic charge list, values in e, 8 entries:
1. C -0.096
2. C 0.007
3. C -0.418
4. O 0.122
5. N -0.078
6. H 0.134
7. H 0.078
8. H 0.084

Record 3
The following is a quantum chemistry calculation of an isolated molecule of C3H8N2O2 at a distorted geometry, from the Open Molecules 2025 dataset.

- relative energy (zero: lowest compared OMol25 entry of this formula, charge and spin) (eV) = 1.1238
- gap between HOMO and LUMO (eV) = 10.16
- HOMO level (eV) = -9.5
- SMILES = NC(=O)[C@@H](N)CO
- lowest unoccupied orbital energy (eV) = 0.65
- charge = 0

Last columns: bonded neighbours and bond lengths (Å).
Geometry (Å):
1 N 0.6706 1.4888 -1.5824  C2 1.371, H8 1.007, H9 1.001
2 C 0.9422 0.4928 -0.6798  N1 1.371, O3 1.208, C4 1.529
3 O 2.0170 -0.0522 -0.5906  C2 1.208
4 C -0.2190 0.2163 0.2752  C2 1.529, N5 1.456, C6 1.547, H10 1.100
5 N -1.5271 0.6268 -0.2164  C4 1.456, H11 0.991, H12 1.012
6 C -0.1879 -1.1901 0.9192  C4 1.547, O7 1.412, H13 1.088, H14 1.090
7 O -1.3219 -1.4834 1.7081  C6 1.412, H15 0.965
8 H 1.3564 1.4327 -2.3171  N1 1.007
9 H 0.0540 2.2499 -1.3780  N1 1.001
10 H 0.1312 0.8058 1.1347  C4 1.100
11 H -2.0890 0.6912 0.5979  N5 0.991
12 H -1.9321 -0.0890 -0.8069  N5 1.012
13 H 0.7372 -1.2629 1.4872  C6 1.088
14 H -0.2157 -1.9355 0.1240  C6 1.090
15 H -1.1349 -1.1616 2.5980  O7 0.965

Löwdin atomic charge list, values in e, 8 entries:
1. N 0.154
2. C -0.519
3. O 0.067
4. C -0.313
5. N 0.062
6. C -0.228
7. O -0.059
8. H 0.105